(1)
Formula: C3H9S
Source: the OMol25 dataset
Level of theory: wB97M-V/def2-TZVPD

The geometry in XYZ format:
```
13
Properties=species:S:1:pos:R:3:lowdin_charge:R:1
C 0.3394 -0.5035 1.2895 -0.247
C 1.5436 -1.2004 0.5459 -0.224
H 0.5884 0.5719 1.2235 0.050
H 0.5204 -0.9789 2.3362 0.065
H -0.6464 -0.6232 0.9025 -0.049
H 2.5164 -0.6938 0.7708 0.053
H 1.5127 -2.3167 0.8470 0.069
H 1.2968 -1.1027 -0.5120 -0.019
C -1.5909 1.4600 -1.4483 -0.732
S -1.1412 -0.3086 -1.5630 0.103
H -0.8588 1.9861 -2.0770 -0.036
H -2.5603 1.6567 -1.8566 -0.048
H -1.5201 2.0531 -0.4585 0.015
```

Summary:
gap between HOMO and LUMO: 6.5 eV
energy relative to the best compared isomer or geometry (same formula, charge and spin): 116.8 kJ/mol
total charge: -1
LUMO energy: 4.349 eV
HOMO energy: -0.079 Ha

(2)
Formula: C3HOS
Source: the OMol25 dataset
Level of theory: wB97M-V/def2-TZVPD

The geometry in XYZ format:
```
6
Properties=species:S:1:pos:R:3:lowdin_spin:R:1
C 1.5635 0.2867 0.0184 0.257
C 0.3791 0.0433 -0.1400 0.082
C -0.9598 0.0060 -0.0062 0.308
O -1.4894 -1.5809 -0.0312 0.985
S -2.0535 1.2397 -0.0124 0.337
H 2.5601 0.0051 0.1713 0.031
```

Summary:
spin multiplicity: 3
gap between HOMO and LUMO (alpha / beta): 5.7 / 7.1 eV
energy relative to the best compared isomer or geometry (same formula, charge and spin): 104.9 kJ/mol
total charge: -1
LUMO energy (alpha / beta): 3.949 / 3.264 eV
<S²>: 2.02
HOMO energy (alpha / beta): -0.063 / -0.142 Ha

(3)
Formula: C30H45LuNO3P2S
Source: the OMol25 dataset
Level of theory: wB97M-V/def2-TZVPD

The geometry in XYZ format:
```
83
Properties=species:S:1:pos:R:3:lowdin_charge:R:1
Lu 1.4914 -0.9178 0.2045 1.496
C -0.4547 -1.2630 2.3856 -0.254
C -0.3596 -2.4882 1.6657 -0.309
C 1.6966 -2.0675 2.6346 -0.314
C 0.8062 -1.0097 2.9970 -0.272
C 0.9657 -2.9985 1.8312 -0.330
C -1.6908 -0.5093 2.6810 -0.032
H -2.5123 -0.7773 2.0063 0.071
H -1.5058 0.5680 2.5844 0.052
H -2.0397 -0.6969 3.7105 0.103
C 1.0565 0.0201 4.0266 -0.022
H 0.5391 0.9554 3.7793 0.068
H 2.1262 0.2376 4.1201 0.074
H 0.6946 -0.3026 5.0174 0.106
C 3.0853 -2.2302 3.1291 -0.048
H 3.1065 -2.6623 4.1430 0.099
H 3.6116 -1.2657 3.1748 0.065
H 3.6646 -2.8948 2.4747 0.076
C 1.4245 -4.3565 1.4374 -0.058
H 1.1669 -5.1011 2.2082 0.100
H 2.5133 -4.3871 1.3118 0.071
H 0.9591 -4.6998 0.5047 0.067
C -1.4914 -3.2292 1.0508 -0.059
H -1.8757 -3.9990 1.7417 0.101
H -1.1859 -3.7337 0.1230 0.051
H -2.3341 -2.5698 0.8100 0.066
C -4.1096 2.1410 -0.9896 -0.094
C -4.8990 2.0244 -2.0634 -0.102
C -4.5823 1.2493 -3.3050 -0.182
C -3.1102 1.4379 -3.7677 -0.173
C -2.1775 0.2643 -3.3483 -0.415
C -2.8077 -0.5514 -2.3238 -0.324
C -2.9265 -0.1353 -0.9524 -0.273
C -2.8201 1.4046 -0.7519 -0.176
H -5.2206 1.6438 -4.1063 0.107
H -2.7121 2.3831 -3.3869 0.076
H -4.8378 0.1805 -3.1943 0.120
H -2.0348 1.8187 -1.4044 0.057
H -4.3901 2.8257 -0.1795 0.105
H -5.8794 2.5129 -2.0675 0.105
H -2.4876 1.5956 0.2786 0.094
H -3.9004 -0.4916 -0.5835 0.121
H -3.1565 -1.5424 -2.5992 0.074
H -2.1833 -0.6216 -0.2888 0.051
H -3.0875 1.5085 -4.8666 0.110
H -2.0206 -0.3620 -4.2524 0.100
P -0.3390 0.7291 -2.9433 0.948
C -0.1935 2.5162 -2.6917 -0.176
C 0.5471 0.4762 -4.5121 -0.175
P 0.3769 -2.0233 -1.6153 0.860
C 0.5813 -0.1061 -1.6970 -0.540
C -0.1933 -2.5805 -3.2201 -0.249
C 2.1885 -2.5129 -1.6029 -0.271
H -0.0348 2.7943 -1.6443 0.022
H -1.0376 3.0883 -3.0903 0.067
H 0.6975 2.8437 -3.2453 0.061
H 1.1114 1.3918 -4.7341 0.056
H -0.1674 0.2933 -5.3248 0.070
H 1.2526 -0.3586 -4.4498 0.041
H 2.4944 -2.4719 -2.6585 0.069
H 2.2436 -3.5549 -1.2458 0.064
H 2.9419 -1.8989 -1.0238 0.044
H 0.2255 0.3833 -0.7291 0.035
H 1.6598 0.1680 -1.8369 0.090
H -0.1360 -3.6762 -3.2277 0.070
H 0.4109 -2.2150 -4.0533 0.039
H -1.2415 -2.3247 -3.3994 0.035
O 3.4392 0.0390 0.7872 -0.114
C 2.8235 1.1349 1.1224 -0.456
N 1.5266 1.2575 0.7247 -0.190
S 0.7892 2.6980 1.2193 0.704
O -0.4272 2.3647 1.9280 -0.275
O 0.7228 3.6272 0.1190 -0.275
C 2.1279 3.0217 2.2978 -0.223
C 2.1050 3.8771 3.3919 -0.006
C 3.1673 3.7981 4.3021 -0.020
C 4.2299 2.8990 4.0980 -0.033
C 4.2607 2.0685 2.9791 0.019
C 3.1971 2.1570 2.0677 -0.146
H 1.2683 4.5636 3.5028 0.134
H 3.1644 4.4295 5.1914 0.122
H 5.0411 2.8443 4.8282 0.121
H 5.0614 1.3513 2.7855 0.135
```

Summary:
gap between HOMO and LUMO (alpha / beta): 3.7 / 3.7 eV
energy relative to the best compared isomer or geometry (same formula, charge and spin): 176.3 kJ/mol
total charge: +1
LUMO energy (alpha / beta): -3.535 / -3.535 eV
HOMO energy (alpha / beta): -0.268 / -0.268 Ha

(4)
Formula: C25H41DyN3P2
Source: the OMol25 dataset
Level of theory: wB97M-V/def2-TZVPD

The geometry in XYZ format:
```
72
Properties=species:S:1:pos:R:3:lowdin_spin:R:1
Dy -0.0242 -0.1136 1.4810 5.100
C 1.9536 1.2708 2.7332 -0.012
C 0.9960 2.2067 2.2014 -0.011
C 0.0844 1.2412 4.0971 -0.012
C 1.3944 0.7129 3.9255 -0.013
C -0.1865 2.1409 3.0187 -0.014
C 3.3589 1.1195 2.2877 0.001
H 3.4599 1.3010 1.2090 0.000
H 3.7264 0.1028 2.4879 0.000
H 4.0240 1.8305 2.8126 0.000
C 2.0878 -0.1597 4.8979 -0.001
H 3.0275 -0.5439 4.4832 0.000
H 1.4634 -1.0209 5.1861 0.000
H 2.3288 0.3890 5.8256 -0.001
C -0.7768 1.0079 5.2780 -0.001
H -0.4923 1.6679 6.1171 0.000
H -0.6947 -0.0288 5.6412 0.000
H -1.8323 1.2022 5.0429 0.000
C -1.3607 3.0380 2.9179 0.001
H -1.2225 3.9524 3.5241 0.000
H -2.2711 2.5352 3.2740 0.000
H -1.5376 3.3484 1.8792 0.000
C 1.2541 3.2024 1.1360 0.002
H 1.5964 4.1488 1.5949 0.000
H 0.3481 3.4229 0.5466 0.000
H 2.0366 2.8681 0.4376 0.000
C 0.2430 -2.3433 -3.6362 0.000
C 1.1361 -1.3441 -3.7391 0.000
C 1.0900 -0.3002 -4.8123 0.000
C -0.3254 0.2768 -5.0801 0.000
C -1.1839 0.4119 -3.8666 0.000
C -2.0881 -0.4958 -3.4452 0.000
C -2.2611 -1.8615 -4.0166 0.000
C -0.9532 -2.5116 -4.5205 0.000
H 1.4631 -0.7059 -5.7678 0.000
H -0.8036 -0.2874 -5.8885 0.000
H 1.7721 0.5258 -4.5801 0.000
H -0.7640 -2.1739 -5.5476 0.000
H 0.4910 -3.2468 -3.0640 0.000
H 2.0760 -1.3905 -3.1699 0.000
H -1.1468 -3.5883 -4.6077 0.000
H -2.7265 -2.5062 -3.2570 0.000
H -2.8436 -0.2244 -2.7057 0.000
H -2.9652 -1.8606 -4.8661 0.000
H -0.1849 1.2777 -5.5055 0.000
H -1.1228 1.4006 -3.4015 0.000
P 1.4900 -0.8755 -0.5806 -0.005
C 2.1104 -2.5616 -0.9067 0.000
C 2.2197 0.4540 -1.6097 0.001
P -1.9025 0.4467 -0.3201 -0.008
C -0.3783 -0.7469 -1.0348 -0.012
C -2.1874 1.9589 -1.2824 0.000
C -3.4603 -0.5051 -0.3712 0.000
H 1.6315 -3.2494 -0.1924 0.000
H 3.1959 -2.5919 -0.7307 0.000
H 1.9218 -2.9423 -1.9128 0.000
H 1.7682 0.5128 -2.6099 0.000
H 3.2978 0.2574 -1.7165 0.000
H 2.0655 1.4333 -1.1321 0.000
H -3.7075 -0.9247 -1.3526 0.000
H -4.2817 0.1570 -0.0529 0.000
H -3.3900 -1.3354 0.3466 0.000
H -0.7959 -1.7617 -1.0897 0.000
H -0.2374 -0.4070 -2.0598 -0.001
H -2.8281 2.6256 -0.6781 0.000
H -2.6898 1.7921 -2.2451 0.000
H -1.2285 2.4714 -1.4535 0.000
N -0.5628 -1.7553 2.8901 -0.015
C -0.8159 -2.4862 3.7945 0.001
N -1.1422 -3.3334 4.6629 -0.001
C -0.9363 -3.2520 5.9557 0.000
N -0.7999 -3.2759 7.1233 -0.001
```

Summary:
spin multiplicity: 6
gap between HOMO and LUMO (alpha / beta): 7.0 / 7.1 eV
total charge: +1
LUMO energy (alpha / beta): -3.295 / -3.179 eV
<S²>: 9.34
HOMO energy (alpha / beta): -0.377 / -0.377 Ha

In the order shown, the computed total energy values come out to -517.8695 -588.1818 -3766.6521 -2708.9029 hartree.